No. 1
Below is a 10-piece molecular cluster, C44H88N9O10S overall in a non-equilibrium geometry, with properties calculated with ωB97M-V with the def2-TZVPD basis set.

```
! RIJCOSX wB97M-V def2-TZVPD def2/J DEFGRID3
* xyz 1 1
C -4.754 -2.935 5.109
O -3.887 -2.508 4.093
C -2.627 -2.083 4.575
C -1.685 -1.868 3.417
N -1.195 -3.160 2.635
H -0.763 -2.843 1.779
H -0.371 -3.546 3.073
C -2.302 -4.166 2.358
C -1.762 -5.340 1.597
O -1.083 -4.987 0.376
C -0.380 -6.038 -0.194
H -5.774 -2.902 4.725
H -4.834 -2.289 5.984
H -4.526 -3.933 5.483
H -2.217 -2.764 5.320
H -2.748 -1.138 5.104
H -0.834 -1.347 3.855
H -2.050 -1.181 2.652
H -3.019 -3.602 1.761
H -2.661 -4.411 3.358
H -2.614 -6.017 1.548
H -1.098 -5.823 2.314
H 0.322 -6.456 0.528
H 0.183 -5.721 -1.072
H -1.033 -6.851 -0.512
C 5.657 0.278 3.614
O 4.946 -0.936 3.829
C 3.707 -0.910 4.452
C 2.523 -0.694 3.480
N 2.396 -1.749 2.406
H 2.209 -2.669 2.778
H 1.533 -1.666 1.886
C 3.498 -1.850 1.397
C 4.335 -3.125 1.600
O 3.485 -4.335 1.423
C 2.848 -4.413 0.102
H 5.943 0.755 4.552
H 5.035 0.911 2.982
H 6.548 0.107 3.010
H 3.745 -0.088 5.166
H 3.541 -1.869 4.943
H 2.738 0.238 2.957
H 1.542 -0.722 3.954
H 4.029 -0.906 1.280
H 2.935 -1.833 0.464
H 4.727 -3.157 2.616
H 5.163 -3.183 0.892
H 2.559 -5.407 -0.240
H 3.643 -4.165 -0.601
H 1.966 -3.808 -0.106
C -2.568 5.897 -2.997
O -1.764 4.735 -2.787
C -2.043 4.098 -1.576
C -1.052 3.092 -1.058
N -0.872 1.887 -2.065
H -0.507 2.200 -2.953
H -0.274 1.209 -1.615
C -2.218 1.088 -2.454
C -1.982 -0.101 -3.372
O -0.968 0.184 -4.337
C -0.459 -0.900 -5.058
H -3.634 5.739 -3.161
H -2.222 6.450 -3.870
H -2.572 6.623 -2.184
H -3.090 3.825 -1.445
H -1.983 4.874 -0.812
H -1.430 2.697 -0.115
H -0.061 3.467 -0.800
H -2.897 1.778 -2.955
H -2.720 0.823 -1.523
H -2.918 -0.276 -3.903
H -1.679 -0.958 -2.771
H -1.110 -1.731 -5.329
H 0.420 -1.295 -4.551
H -0.135 -0.543 -6.036
S -0.185 -0.375 0.454
O 0.566 0.079 -0.732
O 0.321 -1.709 0.845
O -0.044 0.544 1.540
O -1.624 -0.451 0.219
C 1.972 5.339 -3.348
C 2.399 3.919 -3.744
N 1.252 3.148 -4.274
C 1.871 1.884 -4.774
C 2.312 0.878 -3.662
C 0.439 3.927 -5.245
C -0.756 3.085 -5.685
H 2.590 5.710 -2.530
H 0.936 5.398 -3.014
H 2.056 6.024 -4.191
H 3.317 3.911 -4.331
H 2.699 3.432 -2.816
H 1.172 1.270 -5.342
H 2.666 1.978 -5.514
H 1.519 0.430 -3.062
H 2.755 0.083 -4.262
H 3.108 1.334 -3.074
H 1.009 4.253 -6.116
H 0.053 4.891 -4.916
H -1.419 2.743 -4.890
H -0.327 2.277 -6.277
H -1.374 3.583 -6.433
N 2.755 1.599 0.166
C 4.091 1.681 0.078
C 4.525 2.643 1.002
C 3.329 3.211 1.537
C 2.250 2.476 1.071
H 2.214 0.960 -0.399
H 4.705 1.066 -0.564
H 5.564 2.931 1.059
H 3.337 3.945 2.329
H 1.203 2.617 1.296
N 0.496 1.811 3.795
C -0.467 2.158 4.731
C 0.069 2.955 5.685
C 1.446 3.151 5.428
C 1.652 2.376 4.264
H 0.349 1.361 2.902
H -1.514 1.913 4.631
H -0.476 3.393 6.508
H 2.096 3.740 6.058
H 2.602 2.243 3.768
N -2.823 1.573 1.870
C -4.145 1.273 1.620
C -4.861 2.378 1.914
C -3.958 3.398 2.230
C -2.697 2.877 2.214
H -2.083 0.918 1.661
H -4.375 0.305 1.199
H -5.923 2.517 1.775
H -4.223 4.408 2.502
H -1.745 3.306 2.487
N -3.728 -1.671 -0.646
C -3.579 -2.998 -0.985
C -4.807 -3.473 -1.377
C -5.673 -2.376 -1.496
C -5.025 -1.245 -0.997
H -3.024 -1.014 -0.341
H -2.607 -3.428 -0.792
H -5.058 -4.512 -1.527
H -6.717 -2.366 -1.773
H -5.363 -0.223 -0.902
N 1.304 -2.221 -2.127
C 0.454 -3.216 -2.544
C 1.208 -4.188 -3.234
C 2.572 -3.740 -3.226
C 2.590 -2.483 -2.654
H 1.017 -1.367 -1.670
H -0.596 -3.054 -2.347
H 0.892 -5.054 -3.797
H 3.380 -4.211 -3.765
H 3.282 -1.687 -2.421
*
```

Results
- HOMO level: -9.8 eV
- HOMO-LUMO gap: 7.272 eV
- DFT total energy: -3372.3341 Ha
- Lowest unoccupied orbital energy: -2.556 eV

Atomic partial charges in e from the Löwdin method, atoms 1 to 8:
1 C -0.1032
2 O -0.1929
3 C -0.2115
4 C -0.0382
5 N 0.0988
6 H 0.0843
7 H 0.1622
8 C -0.0787


No. 2
Below is a 11-piece molecular cluster, C44H88O11 overall in a non-equilibrium geometry, with properties calculated with ωB97M-V with the def2-TZVPD basis set.

```
! RIJCOSX wB97M-V def2-TZVPD def2/J DEFGRID3
* xyz 0 1
C -0.638 0.149 4.915
C 0.676 0.469 4.208
C 1.573 0.596 5.368
O 1.242 -0.529 6.184
C -0.179 -0.618 6.123
H -1.273 -0.381 4.254
H -1.081 1.096 5.164
H 0.613 1.306 3.539
H 1.073 -0.385 3.633
H 1.341 1.524 5.956
H 2.656 0.637 5.219
H -0.562 -0.187 7.045
H -0.416 -1.704 6.101
C 5.095 -0.286 -0.746
C 4.531 0.560 -1.919
C 4.122 1.833 -1.292
O 3.804 1.465 0.053
C 4.555 0.409 0.538
H 6.208 -0.382 -0.755
H 4.745 -1.307 -0.916
H 3.624 0.131 -2.249
H 5.233 0.787 -2.710
H 3.227 2.223 -1.731
H 4.939 2.542 -1.275
H 4.021 -0.266 1.196
H 5.377 0.719 1.214
C 0.992 4.924 1.517
C 1.817 3.833 2.242
C 1.382 4.038 3.722
O 0.063 4.540 3.668
C -0.201 5.202 2.413
H 0.625 4.657 0.532
H 1.598 5.831 1.267
H 2.873 3.855 2.071
H 1.530 2.848 1.825
H 1.991 4.815 4.095
H 1.555 3.061 4.317
H -0.369 6.269 2.596
H -1.125 4.787 2.012
C 0.284 -0.106 0.814
C -0.561 1.186 0.698
C 0.178 1.884 -0.453
O 0.671 0.843 -1.354
C 0.558 -0.378 -0.695
H -0.229 -0.946 1.357
H 1.230 0.055 1.342
H -0.642 1.702 1.645
H -1.574 0.872 0.413
H 1.086 2.326 -0.160
H -0.412 2.591 -1.040
H 1.439 -1.010 -0.858
H -0.329 -0.895 -1.140
C -5.826 1.636 2.972
C -5.010 1.479 1.662
C -5.065 -0.040 1.510
O -5.002 -0.557 2.831
C -5.281 0.400 3.769
H -6.891 1.559 2.768
H -5.669 2.480 3.639
H -3.969 1.838 1.868
H -5.336 2.034 0.766
H -4.340 -0.498 0.829
H -6.025 -0.403 1.106
H -4.293 0.752 4.208
H -5.952 0.009 4.538
C -2.919 -3.296 2.437
C -1.682 -3.595 1.545
C -0.477 -3.339 2.560
O -1.026 -2.702 3.688
C -2.322 -3.169 3.878
H -3.657 -4.086 2.334
H -3.353 -2.348 2.068
H -1.661 -2.921 0.663
H -1.583 -4.590 1.230
H 0.283 -2.745 2.053
H -0.027 -4.254 2.880
H -2.838 -2.474 4.511
H -2.284 -4.174 4.346
C 5.360 -4.357 1.740
C 4.263 -4.174 2.776
C 3.816 -2.764 2.397
O 3.817 -2.761 0.961
C 4.771 -3.772 0.541
H 5.718 -5.390 1.588
H 6.251 -3.799 2.020
H 4.779 -4.304 3.721
H 3.491 -4.941 2.725
H 4.487 -1.989 2.789
H 2.801 -2.562 2.710
H 5.460 -3.248 -0.180
H 4.141 -4.485 -0.028
C 2.330 -3.187 -2.761
C 2.201 -2.059 -3.763
C 0.832 -2.388 -4.523
O 0.652 -3.832 -4.358
C 1.082 -4.016 -3.013
H 2.510 -2.952 -1.704
H 3.111 -3.845 -3.088
H 2.928 -2.207 -4.562
H 2.311 -1.053 -3.374
H 0.726 -2.179 -5.617
H -0.003 -1.851 -4.030
H 1.390 -5.065 -2.832
H 0.308 -3.688 -2.274
C -3.489 -3.733 -2.330
C -3.805 -2.427 -1.552
C -2.837 -1.343 -2.097
O -2.054 -1.999 -3.147
C -2.747 -3.225 -3.581
H -4.369 -4.276 -2.537
H -2.819 -4.347 -1.701
H -3.744 -2.572 -0.491
H -4.801 -2.172 -1.834
H -2.080 -0.981 -1.394
H -3.267 -0.418 -2.454
H -2.014 -3.925 -3.987
H -3.550 -3.022 -4.310
C -2.901 3.216 -3.110
C -3.052 4.774 -3.236
C -3.036 5.187 -1.774
O -3.880 4.198 -1.151
C -3.749 2.947 -1.839
H -1.802 2.942 -3.035
H -3.213 2.695 -4.047
H -4.058 4.948 -3.639
H -2.240 5.295 -3.843
H -3.355 6.289 -1.470
H -1.984 5.055 -1.437
H -4.746 2.638 -2.232
H -3.323 2.198 -1.147
C 1.207 1.914 -4.373
C 0.222 2.264 -5.521
C 1.029 1.946 -6.782
O 2.405 2.197 -6.412
C 2.512 1.564 -5.069
H 0.855 1.112 -3.726
H 1.396 2.767 -3.718
H -0.041 3.312 -5.461
H -0.721 1.746 -5.459
H 0.774 2.577 -7.624
H 0.955 0.856 -7.096
H 3.445 1.984 -4.643
H 2.617 0.510 -5.221
*
```

Results
- HOMO level: -9.3 eV
- HOMO-LUMO gap: 9.948 eV
- DFT total energy: -2556.6646 Ha
- Lowest unoccupied orbital energy: 0.659 eV
- Energy above the lowest of the compared OMol25 structures with the same formula, charge and spin: 197.40 kJ/mol

Atomic partial charges in e from the Löwdin method, atoms 1 to 8:
1 C -0.1484
2 C -0.1814
3 C -0.2400
4 O -0.1293
5 C -0.1974
6 H 0.0803
7 H 0.1121
8 H 0.0786


No. 3
Below is a 9-piece molecular cluster, C44H89NO12 overall in a non-equilibrium geometry, with properties calculated with ωB97M-V with the def2-TZVPD basis set.

```
! RIJCOSX wB97M-V def2-TZVPD def2/J DEFGRID3
* xyz 0 1
C 1.887 1.567 2.474
C 1.551 1.322 1.009
O 0.226 1.742 0.707
C -0.642 0.729 0.233
C -0.793 0.691 -1.305
C 0.396 1.216 -2.104
C 1.591 0.266 -2.313
C 1.208 -1.048 -3.016
N 1.557 -2.301 -2.295
C 1.169 -2.252 -0.885
O 1.295 -3.553 -0.362
C 1.617 -3.556 1.023
C 3.123 -3.421 1.277
C 0.845 -3.388 -2.904
O 1.376 -4.312 -3.453
O -0.515 -3.235 -2.890
C -1.229 -4.325 -2.305
H 2.969 1.665 2.573
H 1.618 0.682 3.051
H 1.381 2.442 2.876
H 1.688 0.259 0.792
H 2.245 1.864 0.356
H -1.627 0.943 0.657
H -0.350 -0.250 0.626
H -1.075 -0.316 -1.617
H -1.650 1.322 -1.556
H 0.021 1.430 -3.111
H 0.744 2.160 -1.683
H 2.265 0.803 -2.983
H 2.158 0.108 -1.398
H 0.153 -0.997 -3.295
H 1.764 -1.090 -3.955
H 0.136 -1.911 -0.746
H 1.872 -1.594 -0.371
H 1.262 -4.512 1.408
H 1.061 -2.774 1.552
H 3.320 -2.668 2.041
H 3.664 -3.192 0.360
H 3.523 -4.355 1.663
H -2.286 -4.139 -2.488
H -0.932 -5.271 -2.755
H -1.063 -4.372 -1.228
C 3.545 -0.314 7.128
C 2.057 -0.042 7.345
C 1.586 0.244 5.926
O 2.421 -0.537 5.064
C 3.532 -1.053 5.798
H 4.008 -0.893 7.926
H 4.090 0.628 7.027
H 1.564 -0.936 7.735
H 1.857 0.782 8.029
H 1.716 1.303 5.671
H 0.544 -0.024 5.758
H 3.387 -2.130 5.944
H 4.444 -0.903 5.218
C -2.852 2.531 4.569
C -2.761 1.741 3.265
C -1.650 0.751 3.585
O -1.732 0.495 4.992
C -2.606 1.443 5.607
H -3.805 3.039 4.710
H -2.057 3.279 4.609
H -3.700 1.213 3.081
H -2.536 2.355 2.394
H -0.669 1.176 3.360
H -1.749 -0.193 3.048
H -3.538 0.938 5.882
H -2.136 1.820 6.516
C 6.240 -8.126 3.584
C 4.807 -8.603 3.362
C 4.043 -7.286 3.360
O 4.937 -6.303 2.835
C 6.262 -6.836 2.776
H 6.996 -8.839 3.258
H 6.405 -7.913 4.642
H 4.721 -9.092 2.389
H 4.450 -9.295 4.123
H 3.754 -6.993 4.375
H 3.145 -7.316 2.740
H 6.517 -7.028 1.728
H 6.959 -6.096 3.170
C 7.429 2.919 8.431
C 5.947 3.196 8.675
C 5.453 3.476 7.262
O 6.264 2.689 6.389
C 7.386 2.170 7.106
H 7.905 2.343 9.224
H 7.974 3.859 8.318
H 5.461 2.303 9.077
H 5.759 4.022 9.358
H 5.574 4.533 7.000
H 4.406 3.203 7.116
H 7.238 1.096 7.263
H 8.285 2.310 6.505
C -1.531 4.325 -0.288
C -1.656 5.083 -1.607
C -1.455 6.523 -1.153
O -0.577 6.469 -0.027
C -0.445 5.117 0.421
H -1.269 3.280 -0.404
H -2.471 4.387 0.269
H -0.853 4.785 -2.286
H -2.606 4.928 -2.116
H -2.403 6.975 -0.840
H -1.008 7.156 -1.920
H 0.550 4.748 0.149
H -0.535 5.091 1.508
C -1.478 -0.731 -7.300
C -1.195 0.767 -7.418
C -1.744 1.291 -6.097
O -1.563 0.242 -5.142
C -1.220 -0.972 -5.820
H -0.849 -1.348 -7.940
H -2.522 -0.937 -7.538
H -0.119 0.946 -7.475
H -1.665 1.234 -8.283
H -2.815 1.514 -6.175
H -1.229 2.185 -5.743
H -0.160 -1.183 -5.637
H -1.805 -1.792 -5.409
C -6.755 -2.234 -5.567
C -5.967 -1.428 -4.537
C -4.598 -1.330 -5.196
O -4.837 -1.330 -6.609
C -6.193 -1.692 -6.874
H -7.834 -2.110 -5.490
H -6.526 -3.297 -5.470
H -6.403 -0.433 -4.425
H -5.927 -1.893 -3.553
H -3.982 -2.200 -4.946
H -4.050 -0.429 -4.922
H -6.734 -0.795 -7.198
H -6.219 -2.420 -7.685
C -6.546 2.580 -7.718
C -6.253 4.076 -7.803
C -6.795 4.572 -6.468
O -6.620 3.499 -5.541
C -6.283 2.303 -6.245
H -5.927 1.971 -8.376
H -7.594 2.387 -7.959
H -5.176 4.245 -7.859
H -6.720 4.568 -8.655
H -7.863 4.808 -6.536
H -6.271 5.452 -6.094
H -5.225 2.078 -6.068
H -6.880 1.478 -5.852
*
```

Results
- HOMO level: -9.1 eV
- HOMO-LUMO gap: 9.712 eV
- DFT total energy: -2687.3541 Ha
- Lowest unoccupied orbital energy: 0.610 eV
- Energy above the lowest of the compared OMol25 structures with the same formula, charge and spin: 0.00 kJ/mol

Atomic partial charges in e from the Löwdin method, atoms 1 to 8:
1 C -0.0613
2 C -0.2596
3 O -0.1739
4 C -0.2128
5 C -0.1554
6 C -0.1816
7 C -0.1521
8 C -0.1501